No. 1
The following is a DFT calculation (ωB97M-V/def2-TZVPD) of a structure of composition C12H6Cl3F9INO3PPd.

Structure (XYZ):
```
37
C12H6Cl3F9INO3PPd | the OMol25 dataset | ωB97M-V/def2-TZVPD
Pd -0.779 -0.232 0.606
Cl 4.360 -0.563 5.284
C 3.457 -0.124 3.839
C 4.129 0.321 2.738
C 3.446 0.664 1.568
I 4.529 1.352 -0.072
C 2.050 0.539 1.412
O 1.418 0.771 0.351
C 1.356 0.136 2.650
N 0.000 0.148 2.594
C -0.696 -0.247 3.635
C -0.093 -0.682 4.825
C 1.267 -0.655 4.925
C 2.044 -0.220 3.829
H 5.208 0.398 2.769
H -1.774 -0.224 3.523
H -0.712 -1.037 5.639
H 1.766 -0.967 5.833
Cl -1.404 2.825 0.257
C 0.164 3.315 -0.346
Cl 0.188 5.037 -0.887
H 0.420 2.697 -1.196
H 0.901 3.204 0.436
F -1.206 -3.087 -0.162
P 0.033 -3.696 0.676
F -0.469 -2.908 2.009
F 0.539 -4.497 -0.641
F -0.881 -4.975 1.099
F 0.944 -2.420 0.266
F 1.273 -4.313 1.525
F -4.134 -1.251 -2.728
C -4.372 -0.621 -1.570
F -5.002 0.539 -1.889
F -5.267 -1.364 -0.901
C -3.088 -0.328 -0.747
O -2.038 -0.213 -1.403
O -3.256 -0.186 0.476
```

Computed properties:
Multiplicity: 2
Energy above the lowest of the compared OMol25 structures with the same formula, charge and spin (kJ/mol): 46.3
Highest occupied orbital energy (spin up / spin down) (eV): -2.27 / -2.14
E (Eh): -3788.05670
Total charge: -2

---

No. 2
The following is a DFT calculation (ωB97M-V/def2-TZVPD) of a cluster of 2 separate species, CH4N5O in total at a distorted geometry.

Structure (XYZ):
```
11
CH4N5O | the OMol25 dataset | ωB97M-V/def2-TZVPD
C 2.263 0.013 0.077
N -2.075 1.173 -0.114
N -0.967 0.969 0.048
N -1.763 -1.423 0.011
N -2.678 -0.783 -0.082
N 0.048 0.369 -0.155
O 1.066 0.254 0.720
H 2.262 0.590 -0.801
H 2.626 -1.074 -0.151
H 2.888 0.533 0.664
H -3.669 -0.621 -0.217
```

Computed properties:
Multiplicity: 3
Energy above the lowest of the compared OMol25 structures with the same formula, charge and spin (kJ/mol): 77.5
Highest occupied orbital energy (spin up / spin down) (eV): -12.09 / -16.37
E (Eh): -388.90593
Total charge: +1

---

No. 3
The following is a DFT calculation (ωB97M-V/def2-TZVPD) of a structure of composition C3H5AuO4 at a distorted geometry.

Structure (XYZ):
```
13
C3H5AuO4 | the OMol25 dataset | ωB97M-V/def2-TZVPD
O 0.200 1.473 1.843
C 0.327 0.265 1.759
O 0.178 -0.441 0.684
O 0.719 -0.499 2.796
H 1.101 0.063 3.482
C -0.505 -0.448 -1.914
O -1.111 -1.433 -1.365
C 0.117 0.606 -1.057
H -0.944 -0.044 -2.846
H 0.996 -0.226 -1.616
H -0.687 1.177 -0.568
H 0.590 1.426 -1.616
Au -0.981 -1.920 0.418
```

Computed properties:
Multiplicity: 4
Energy above the lowest of the compared OMol25 structures with the same formula, charge and spin (kJ/mol): 294.4
Highest occupied orbital energy (spin up / spin down) (eV): -12.30 / -14.86
E (Eh): -553.31053
Total charge: +1

---

No. 4
The following is a DFT calculation (ωB97M-V/def2-TZVPD) of a structure of composition C4H4O12Rb at a distorted geometry.

Structure (XYZ):
```
21
C4H4O12Rb | the OMol25 dataset | ωB97M-V/def2-TZVPD
Rb -0.107 -0.553 0.801
O -1.628 1.942 -2.586
C -2.548 1.335 -1.757
O -2.161 0.296 -1.130
O -3.674 1.849 -1.639
H -0.920 1.280 -2.496
O 0.941 -3.886 -1.171
C -0.341 -4.027 -0.743
O -0.914 -3.102 -0.120
O -0.900 -5.156 -0.934
H 1.045 -4.599 -1.810
O -0.200 1.610 3.857
C -0.669 2.432 2.829
O -1.236 1.852 1.888
O -0.534 3.681 2.914
H -0.629 0.815 3.503
O 1.952 0.981 -0.584
C 3.149 0.659 0.004
O 4.149 1.315 -0.357
O 3.113 -0.216 0.909
H 2.114 1.495 -1.379
```

Computed properties:
Multiplicity: 1
Energy above the lowest of the compared OMol25 structures with the same formula, charge and spin (kJ/mol): 3.5
Highest occupied orbital energy (eV): 0.29
E (Eh): -1081.92874
Total charge: -3